Entry 1:
85
Properties=species:S:1:pos:R:3:forces:R:3:lowdin_charge:R:1 method="wB97M-V/def2-TZVPD" total_charge=+2 orbital_gap_ev=7.280 lumo_energy_ev=-4.78 homo_ha=-0.443 spin_multiplicity=1
Pb 2.039558 -0.225442 3.121880 -0.020 -0.161 -0.434 1.69
F -1.416142 3.069158 -2.154020 0.000 -0.067 -0.057 0.07
O 1.974758 -3.807942 1.100580 0.085 -0.328 -0.121 0.06
O -0.273042 -3.397242 5.366880 -0.034 -0.267 -0.176 -0.04
O 1.102458 -2.161242 2.317980 -0.155 0.560 0.778 -0.19
O 1.280158 0.261558 0.853380 -0.007 -0.042 0.356 -0.13
O -1.094842 -0.665642 4.193880 0.502 0.238 0.107 0.08
O 0.566958 1.434458 4.037980 -0.014 0.179 0.150 -0.21
O 3.963558 -1.668142 3.279480 -0.063 0.127 -0.005 -0.20
N -1.924542 0.268358 3.559380 -0.803 -1.718 -0.124 -0.08
N -1.332442 1.795158 -4.674620 -0.099 0.188 -0.207 -0.10
N -2.038842 3.013858 -7.128120 -0.194 0.247 -0.364 0.06
N -1.641642 1.514758 3.405580 0.154 1.716 -0.135 0.14
N 4.257358 -3.905242 3.259380 0.012 -0.213 0.142 0.21
N 4.894958 -2.637342 1.458080 0.073 -0.138 -0.181 0.04
N 0.510058 -2.081342 -2.388220 -0.081 -0.159 0.312 -0.03
C -1.060942 3.649158 -6.204920 0.434 0.444 0.704 -0.08
C 1.436658 -2.724342 1.219780 0.011 -0.011 -0.875 -0.62
C 4.970058 -1.402042 0.716880 -0.144 0.144 0.068 -0.05
C -1.997142 1.534058 -6.987620 -0.201 -0.909 0.197 -0.09
C -2.297942 -4.138842 4.476180 0.307 0.390 0.067 0.04
C -0.846142 1.849758 -2.274620 0.027 -0.155 0.270 -0.18
C -0.408842 3.514858 3.404880 0.049 0.496 -0.096 -0.15
C 0.107658 -0.765042 -2.402920 -0.143 0.727 0.387 -0.12
C -0.891242 1.171958 -3.509020 0.270 -0.291 0.538 -0.14
C -0.424342 -0.136342 -3.539620 -0.058 0.036 -0.023 0.07
C -3.919742 -2.723342 3.380580 0.140 0.186 0.005 -0.02
C -0.276642 6.230158 2.825080 -0.015 -0.050 0.020 -0.07
C -3.529142 -3.955442 3.857880 -0.116 0.106 -0.138 -0.05
C -2.309542 1.174058 -5.535120 0.107 0.007 -0.147 -0.12
C 0.821758 5.584258 3.371280 -0.002 0.099 0.000 -0.07
C -1.368142 3.236958 -4.767920 0.190 0.055 -0.217 -0.14
C -0.453242 2.061258 3.658080 -0.197 -0.665 -0.036 -0.42
C -3.016242 -1.671942 3.531980 0.553 -0.435 0.403 -0.12
C -1.451142 5.528158 2.597580 -0.066 0.082 -0.014 -0.07
C 0.559358 -2.356642 5.815080 0.249 0.408 0.110 -0.05
C -1.390542 -3.097842 4.682780 -0.178 -0.099 0.015 -0.20
C 0.899858 -0.532642 -0.038720 0.011 -0.257 -0.348 -0.30
C -3.044942 -0.307242 3.175480 0.433 -0.102 0.259 0.10
C 1.069858 -1.950642 -0.049620 0.036 0.068 0.588 -0.02
C 0.583658 -2.872042 -3.608920 0.218 -0.164 -0.537 -0.18
C -0.261142 1.298158 -1.172220 0.017 0.007 -0.321 0.10
C -1.769542 -1.852042 4.174080 -1.048 -0.113 -0.480 -0.10
C 0.246658 -0.002442 -1.224220 -0.087 0.033 -0.224 -0.05
C 0.899058 -2.632842 -1.219920 0.101 0.069 0.210 0.05
C -1.521942 4.179358 2.886280 0.131 -0.106 0.066 -0.03
C 0.759858 4.233558 3.661180 -0.123 -0.288 -0.038 -0.01
C 4.324558 -2.699742 2.674880 0.454 -0.372 0.022 -0.62
C 1.813558 -2.508542 -4.438120 -0.201 -0.095 0.108 -0.05
H -2.317642 6.043658 2.210080 -0.055 0.009 -0.063 0.11
H -0.465442 -0.663342 -4.477620 0.072 -0.073 -0.130 0.11
H -4.193642 -4.798742 3.765280 -0.063 -0.113 -0.022 0.12
H -0.203542 1.843358 -0.242820 0.000 0.119 0.057 0.14
H 5.814358 -1.440142 0.032180 -0.025 0.044 0.013 0.09
H -1.847542 3.291258 -8.098420 -0.127 -0.037 0.213 0.20
H 1.609058 3.719858 4.087080 0.050 -0.021 0.030 0.11
H -4.877842 -2.556342 2.918280 -0.132 -0.067 -0.062 0.12
H 4.427158 -4.749742 2.738980 -0.108 0.082 0.034 0.12
H 1.161458 -1.950742 4.986980 -0.076 -0.229 0.182 0.03
H -2.290742 0.091758 -5.416720 -0.041 0.075 -0.088 0.13
H -2.012142 -5.113342 4.839480 0.034 -0.076 0.095 0.13
H 2.720458 -2.758242 -3.895720 0.122 0.007 0.065 0.08
H -0.016642 -1.545042 6.263480 0.039 -0.042 0.070 0.11
H -2.721342 1.080458 -7.664320 -0.005 0.176 -0.042 0.14
H -2.339342 3.646558 -4.454720 0.040 0.064 -0.003 0.14
H -0.059342 3.318658 -6.484520 -0.147 -0.045 -0.109 0.15
H -3.810442 0.263058 2.688880 -0.013 0.224 -0.061 0.16
H -2.983942 3.344758 -6.887520 0.201 -0.030 -0.187 0.19
H -2.428242 3.617958 2.721980 -0.076 0.062 -0.045 0.10
H -0.598542 3.668758 -4.129820 -0.113 0.056 -0.138 0.14
H 5.114158 -0.584642 1.422680 0.093 -0.004 -0.134 0.09
H 0.637158 -3.922742 -3.322720 -0.115 0.100 0.036 0.13
H 3.729658 -3.981442 4.111380 0.006 0.018 -0.057 0.12
H -3.326242 1.520358 -5.284620 -0.023 -0.084 -0.025 0.14
H -0.223142 7.281358 2.583880 0.007 0.088 0.037 0.11
H -1.115242 4.733358 -6.298920 -0.107 -0.049 -0.171 0.15
H 1.835658 -1.447342 -4.675820 0.014 0.072 -0.039 0.07
H -0.328242 -2.739742 -4.195220 -0.017 -0.033 0.163 0.12
H 1.718858 6.146358 3.580380 0.119 -0.007 0.006 0.11
H 4.049558 -1.220242 0.150480 0.051 0.045 -0.055 0.08
H 5.088358 -3.492942 0.961180 -0.095 0.064 0.149 0.15
H 1.809058 -3.075442 -5.364620 0.018 -0.034 -0.112 0.08
H -0.994342 1.195858 -7.257120 -0.090 0.148 -0.002 0.15
H 1.217858 -2.793642 6.565180 -0.020 0.094 -0.123 0.11
H 1.098458 -3.696942 -1.222520 0.070 -0.014 -0.067 0.15

Entry 2:
20
Properties=species:S:1:pos:R:3:forces:R:3:mulliken_spin:R:1 method="wB97M-V/def2-TZVPD" total_charge=-1 orbital_gap_ev="2.467 / 8.723" de_lowest_ev=0.443 lumo_energy_ev="3.26 / 3.29" homo_ha="0.029 / -0.200" spin_multiplicity=2
S -2.346964 0.407778 0.085576 0.672 0.546 0.246 -0.59
O 0.312608 2.410197 -1.812442 -0.107 -0.727 0.670 0.23
O 0.525141 -0.397297 -2.870676 0.009 0.223 -0.162 0.20
N 0.220066 1.044508 1.655730 -0.105 0.663 0.955 0.25
C 0.339654 -0.092199 0.763574 -0.945 -1.722 -0.022 -0.39
C 1.279282 -1.222966 1.310629 0.229 0.629 -0.970 -0.02
C -1.006710 -0.757018 0.482762 -0.453 -0.732 0.296 1.43
H -0.466239 2.073661 -1.329685 -0.390 0.342 -0.371 -0.03
H 0.611922 0.823335 2.561843 0.423 -0.072 -0.012 -0.12
H 0.179737 -0.451935 -3.768301 -0.035 -0.185 0.064 -0.11
H 0.366870 0.535113 -2.646667 0.048 0.001 0.072 0.03
H 0.601760 0.169718 -0.258206 0.918 0.526 0.108 0.35
H 0.981839 2.071096 -1.198969 0.346 0.364 -0.183 -0.05
H -0.747112 1.304349 1.917888 0.510 -0.385 -0.852 -0.16
H -0.912478 -1.367430 -0.424775 0.141 -0.156 0.384 0.00
H -3.194122 -0.595684 -0.192109 -0.699 -0.372 -0.239 0.12
H 2.248477 -0.850960 1.642052 0.135 0.263 -0.196 0.04
H 0.850091 -1.689690 2.175903 -0.533 -0.235 0.485 -0.08
H -1.320117 -1.391652 1.343032 0.122 0.390 -0.559 -0.09
H 1.476293 -2.022921 0.562840 -0.285 0.640 0.285 -0.02

Entry 3:
92
Properties=species:S:1:pos:R:3:forces:R:3:lowdin_charge:R:1 method="wB97M-V/def2-TZVPD" total_charge=+1 orbital_gap_ev=6.880 de_lowest_ev=0.000 lumo_energy_ev=-3.59 homo_ha=-0.385 spin_multiplicity=1
Te 0.427797 -2.559171 2.380339 0.219 -0.208 0.111 1.08
Ti -0.259084 -0.633883 0.579610 0.518 0.038 0.609 0.70
Si -2.279206 -1.728473 -0.666563 -0.350 -0.368 -0.437 0.70
N -0.168626 1.117943 -0.150876 -0.131 0.471 -0.033 -0.07
N 2.086217 -0.248681 -0.008041 -0.463 0.040 -0.341 -0.22
N -1.166414 0.528542 2.234526 0.092 -0.102 -0.023 -0.28
C -4.468460 -0.019746 -0.115736 -0.118 -0.061 -0.007 -0.09
C -2.020702 2.728178 -0.620030 -0.024 0.082 -0.111 -0.04
C 2.025293 -6.638490 0.093867 -0.018 -0.050 -0.016 -0.26
C -2.960985 -3.162206 0.337597 0.083 -0.107 0.236 -0.19
C -2.021997 -3.302061 -3.080091 0.007 -0.078 -0.025 -0.08
C 2.224657 3.735421 -1.379702 -0.006 0.001 -0.025 -0.06
C -1.353912 1.826508 0.200827 0.294 0.095 0.026 -0.24
C 0.978641 1.829665 -0.585781 -0.390 0.007 0.049 -0.20
C 2.453438 -7.804765 -0.761970 -0.038 0.066 0.103 -0.04
C 2.556170 -4.550599 1.232579 -0.046 0.002 0.029 -0.31
C -3.562274 0.130758 -2.438480 -0.083 -0.040 -0.044 -0.08
C -4.882716 -1.862908 -1.721460 -0.032 -0.073 -0.024 -0.09
C -2.887672 2.346462 1.991231 -0.092 -0.093 0.179 -0.01
C 3.387001 2.980148 -1.418224 -0.003 -0.045 0.018 -0.06
C 3.670724 -3.674519 1.759426 -0.085 -0.107 -0.047 -0.07
C 2.932048 -5.655281 0.473305 0.020 0.011 0.020 -0.02
C -1.842364 1.592765 1.485578 0.141 0.061 0.006 -0.22
C -2.113328 -0.197907 3.124354 0.051 0.150 -0.004 -0.07
C -1.228684 -2.427975 -2.105154 0.144 0.190 -0.085 -0.64
C 1.029535 3.170702 -0.963126 -0.138 0.069 -0.009 0.00
C 2.151000 1.097393 -0.582754 0.254 -0.305 0.037 -0.22
C 0.304412 -5.453355 1.349418 -0.094 0.046 0.007 -0.32
C -0.148260 -3.287110 -1.437888 -0.185 -0.044 -0.103 -0.11
C 2.567110 -1.245220 -0.997474 0.141 0.069 0.135 -0.05
C 2.958306 -0.241725 1.194109 0.074 0.045 -0.121 -0.08
C -0.547974 -1.288487 -2.886934 -0.070 -0.224 -0.109 -0.09
C -3.500159 3.296397 1.190152 -0.041 0.061 0.001 -0.05
C -1.080409 -5.540160 1.955455 0.177 -0.152 -0.088 -0.09
C 1.196834 -4.394013 1.565395 -0.003 -0.021 0.012 -0.46
C -3.086275 3.461720 -0.124541 -0.035 0.034 -0.052 -0.05
C -0.044733 1.099852 3.037638 -0.187 0.023 0.046 -0.04
C -3.849735 -0.819861 -1.268453 0.124 0.376 0.016 -0.63
C 3.345793 1.659340 -0.999059 0.147 -0.024 -0.094 -0.02
C 0.735712 -6.544968 0.596672 -0.013 -0.083 -0.034 -0.02
H -0.441370 1.772211 3.799582 -0.078 0.029 0.016 0.11
H -0.578773 -4.128541 -0.892018 0.056 0.024 0.018 0.08
H -3.338769 -0.421723 -3.355872 -0.044 0.064 0.088 0.07
H 2.439968 -2.247741 -0.603114 0.050 -0.117 0.133 0.07
H -1.259447 -0.746316 -3.510014 0.073 -0.009 0.036 0.07
H 0.620476 1.664648 2.391379 0.027 0.028 -0.113 0.09
H 3.338258 -3.073434 2.601067 -0.016 0.100 0.035 0.04
H -4.653399 -0.646279 0.766982 0.013 0.075 -0.103 0.08
H -0.078921 -0.549842 -2.230898 0.049 0.076 0.011 0.04
H -2.957730 -0.559817 2.544057 -0.020 -0.005 -0.078 0.09
H -1.119165 -6.412683 2.611563 0.013 0.014 -0.025 0.09
H -3.841769 0.819126 0.179194 -0.056 -0.040 -0.028 0.04
H -1.327911 -4.670053 2.557285 -0.035 -0.018 -0.005 0.01
H 0.228827 -1.691464 -3.548688 -0.037 0.004 0.029 0.09
H 4.007574 -0.154522 0.904824 0.008 0.063 -0.054 0.10
H 0.505214 0.298785 3.523354 0.031 -0.122 0.017 0.06
H -4.445026 0.751409 -2.638622 0.064 -0.044 0.005 0.09
H -4.489078 -2.555587 -2.469414 -0.089 0.089 0.073 0.06
H 4.103547 -3.024359 0.998863 -0.042 0.079 -0.050 0.07
H 2.702055 0.610047 1.818379 -0.047 0.052 0.028 0.10
H 3.981663 -5.761544 0.203264 -0.120 0.000 0.012 0.13
H -5.438160 0.386744 -0.430770 0.063 -0.028 0.046 0.10
H -3.366817 -3.929003 -0.334661 0.029 0.115 0.074 0.05
H -1.707636 2.848903 -1.648909 0.037 0.028 0.044 0.13
H -3.776575 -2.833897 0.992817 0.103 -0.041 -0.072 0.04
H -2.570267 -4.097427 -2.562365 0.074 0.078 -0.090 0.08
H -2.738946 -2.717703 -3.664187 0.107 -0.066 0.055 0.07
H 0.451901 -2.718387 -0.711570 -0.008 -0.089 0.020 0.00
H -5.259582 -2.450809 -0.881056 0.010 0.043 -0.078 0.08
H -1.609386 -1.039598 3.582898 0.103 -0.083 0.014 0.02
H -2.723783 0.800382 -2.233928 -0.040 -0.036 -0.022 0.06
H 1.589849 -8.368222 -1.116983 0.055 0.027 0.017 0.08
H 3.621966 -1.089765 -1.228046 0.077 0.025 0.030 0.10
H -3.592912 4.169479 -0.770658 0.033 -0.053 0.058 0.12
H -1.850931 -5.675901 1.194076 0.059 -0.012 0.042 0.08
H 4.320784 3.416442 -1.749051 -0.053 -0.018 0.016 0.11
H 2.821984 -1.143706 1.761030 -0.035 -0.265 0.095 -0.01
H 4.478849 -4.316017 2.119087 -0.062 0.049 -0.038 0.09
H 0.033574 -7.355768 0.410452 0.063 0.097 0.010 0.13
H 1.997236 -1.149019 -1.916379 -0.035 0.005 -0.018 0.08
H 3.022803 -7.464244 -1.628578 -0.024 -0.015 0.033 0.08
H -3.238918 2.197703 3.004284 -0.006 -0.017 -0.058 0.12
H 0.547665 -3.690922 -2.183311 0.027 0.054 0.052 0.11
H 4.259307 1.074954 -0.986035 -0.072 0.033 -0.007 0.12
H -5.736278 -1.338897 -2.168723 0.046 -0.051 0.039 0.10
H 2.241569 4.776122 -1.679179 -0.001 -0.046 0.030 0.11
H -4.313466 3.890921 1.588529 0.052 -0.055 -0.039 0.12
H -2.198741 -3.619986 0.963766 -0.138 0.096 -0.111 -0.04
H -1.333895 -3.782953 -3.788497 -0.067 0.037 0.055 0.09
H -2.473363 0.455453 3.918825 -0.001 0.064 -0.005 0.10
H 0.145209 3.787222 -0.921992 -0.010 -0.005 -0.017 0.10
H 3.092216 -8.488255 -0.196979 -0.028 0.035 -0.026 0.09

Entry 4:
11
Properties=species:S:1:pos:R:3:forces:R:3:lowdin_charge:R:1 method="wB97M-V/def2-TZVPD" orbital_gap_ev=10.171 de_lowest_ev=5.493 lumo_energy_ev=0.22 homo_ha=-0.366 spin_multiplicity=1
N -0.404258 1.695706 0.173977 3.033 -1.809 -0.840 -0.07
N -1.043328 -1.852117 0.029976 -1.206 -0.450 1.379 0.13
N -1.131734 0.639084 -0.608288 -2.085 -3.581 5.702 -0.07
C 0.973245 -0.623622 -0.076294 2.675 0.020 -1.889 -0.11
C 2.196190 -0.447660 -0.206163 -0.961 0.852 1.129 0.10
C -0.510721 -0.760193 -0.244420 1.670 2.392 -0.232 -0.45
H -2.036050 -1.877279 0.369629 0.871 0.294 -1.420 0.09
H 0.449001 1.673890 -0.447617 -0.968 1.320 0.346 0.06
H 0.183904 1.231877 0.964936 -1.955 0.642 -0.839 0.08
H 3.292225 -0.059568 -0.110305 -2.738 -1.280 -0.360 0.09
H -1.968478 0.379886 0.154572 1.664 1.601 -2.978 0.15

F_max: 1.90, 1.96, 0.80, 7.05 (eV/A)